# H7NO3Si2

The molecule H7NO3Si2 at a distorted geometry (ωB97M-V with the def2-TZVPD basis set, the Open Molecules 2025 dataset).

Atoms and positions in Å:
N 0.762 2.043 -0.039
O -2.260 -2.141 0.695
O 2.043 -0.214 -1.255
O -0.076 -0.783 0.043
Si -1.664 -1.010 -0.264
Si 1.207 0.206 0.076
H 1.442 2.724 0.219
H -0.079 2.276 0.421
H -2.083 -2.646 1.504
H 2.834 0.320 -1.356
H -2.091 0.361 0.430
H -1.993 -1.128 -1.666
H 1.957 -0.006 1.190

The gap between HOMO and LUMO comes out at 10.28 eV. Its SMILES is N[Si@H](O)O[SiH2]O. The value obtained for the maximum force is 0.0833 hartree/bohr. The value obtained for the relative energy (zero: lowest compared OMol25 entry of this formula, charge and spin) is 11.69 kcal per mole. For the LUMO energy, the calculation gives 0.662 eV.